{"formula": "C33H30Cl2N4NiOP", "method": "ωB97M-V with the def2-TZVPD basis set", "species": ["Ni", "N", "C", "C", "C", "C", "C", "C", "P", "C", "C", "C", "C", "C", "C", "C", "C", "C", "C", "C", "C", "H", "H", "H", "H", "H", "H", "H", "H", "H", "H", "H", "H", "H", "H", "H", "H", "Cl", "C", "C", "C", "Cl", "C", "C", "C", "C", "N", "C", "C", "O", "H", "H", "H", "H", "N", "C", "N", "C", "C", "C", "C", "C", "H", "H", "H", "H", "H", "H", "H", "H", "H", "H"], "positions_angstrom": [[0.231334, 0.352365, -0.192896], [-1.673274, -0.480973, 0.478977], [-1.824640, -1.339697, 1.625592], [-3.085773, -1.786633, 1.993441], [-3.253209, -2.619160, 3.089617], [-2.154282, -3.026094, 3.830377], [-0.892188, -2.579471, 3.481839], [-0.713031, -1.736483, 2.385045], [0.909423, -1.084189, 1.999274], [2.166842, -1.765780, 3.080522], [2.397455, -3.140573, 2.985792], [3.411579, -3.728477, 3.721596], [4.219121, -2.941438, 4.532399], [4.014452, -1.571187, 4.602658], [2.991201, -0.978527, 3.878672], [1.215853, -1.235796, 0.303697], [0.821253, -2.426403, -0.418639], [1.262731, -2.640456, -1.682249], [2.158245, -1.720913, -2.311887], [2.570770, -0.603816, -1.660515], [2.086601, -0.264286, -0.351879], [-1.657674, -1.023114, -0.383460], [-2.455383, 0.161706, 0.418220], [-3.943602, -1.480013, 1.407280], [-4.245425, -2.954437, 3.360427], [-2.279541, -3.679091, 4.682841], [-0.036858, -2.872410, 4.075743], [1.787257, -3.752673, 2.329759], [3.580440, -4.794514, 3.653633], [5.017501, -3.397252, 5.102577], [4.654488, -0.958063, 5.222633], [2.837836, 0.089150, 3.934711], [0.184362, -3.159198, 0.067785], [0.959596, -3.535695, -2.209514], [2.535235, -1.947417, -3.301045], [3.289607, 0.060824, -2.124999], [2.701541, 0.418160, 0.229351], [0.115074, 0.127971, 5.284681], [-0.376788, 1.361990, 4.186198], [-1.207485, 2.390410, 4.671165], [-1.569282, 3.418317, 3.858335], [-2.548145, 4.689877, 4.494980], [-1.162708, 3.454759, 2.498531], [-1.501819, 4.487999, 1.601786], [-1.088309, 4.406168, 0.303933], [-0.381901, 3.267744, -0.110381], [-0.044779, 2.285798, 0.697427], [-0.377021, 2.386924, 2.003989], [0.062193, 1.361910, 2.890401], [0.999179, 0.479435, 2.422497], [-1.524590, 2.362874, 5.703614], [-2.082953, 5.328228, 1.954454], [-1.319260, 5.182128, -0.411718], [-0.102602, 3.144538, -1.150193], [-0.465438, 0.488551, -2.137611], [-0.477039, 0.753569, -3.266041], [-0.496973, 1.049902, -4.538874], [-1.153737, 2.266576, -5.030673], [-2.151558, 1.916877, -6.134619], [-1.631969, 0.765143, -7.017757], [-0.115883, 0.628825, -6.914203], [0.279798, 0.237338, -5.495798], [-0.386424, 2.951884, -5.398707], [-1.645042, 2.750417, -4.188569], [-2.326867, 2.813147, -6.731696], [-3.107580, 1.640067, -5.689271], [-1.928431, 0.922431, -8.053886], [-2.088125, -0.176593, -6.703021], [0.368743, 1.565657, -7.199222], [0.257416, -0.133784, -7.597339], [1.349654, 0.377448, -5.324227], [0.040805, -0.812502, -5.315562]], "forces_ev_per_a": [[-0.4, -0.5, -0.1], [0.1, 0.2, 0.0], [0.0, -0.1, 0.0], [0.0, 0.0, 0.0], [0.0, 0.0, 0.0], [0.0, 0.0, 0.0], [0.0, 0.0, 0.0], [0.0, 0.1, -0.1], [-0.1, 0.8, 0.2], [0.0, -0.3, -0.2], [0.0, 0.0, 0.0], [0.0, 0.0, 0.0], [0.0, 0.0, 0.0], [0.0, 0.0, 0.0], [0.0, 0.0, 0.0], [0.4, 0.0, -0.2], [0.1, 0.0, 0.1], [0.0, 0.0, 0.0], [0.0, 0.0, 0.0], [0.0, -0.1, 0.0], [-0.1, 0.1, 0.1], [0.0, 0.0, 0.0], [0.0, 0.0, 0.0], [0.0, 0.0, 0.0], [0.0, 0.0, 0.0], [0.0, 0.0, 0.0], [0.0, 0.0, 0.0], [0.0, 0.0, 0.0], [0.0, 0.0, 0.0], [0.0, 0.0, 0.0], [0.0, 0.0, 0.0], [0.0, 0.0, 0.0], [0.0, 0.0, 0.0], [0.0, 0.0, 0.0], [0.0, 0.0, 0.0], [0.0, 0.0, 0.0], [0.0, -0.1, 0.1], [0.0, 0.1, 0.0], [0.2, -0.1, -0.1], [-0.1, 0.0, 0.1], [0.0, 0.0, 0.0], [0.0, 0.0, 0.0], [0.1, -0.1, 0.0], [0.0, 0.0, 0.0], [-0.1, 0.1, 0.0], [0.0, -0.1, 0.0], [0.2, 0.0, -0.5], [-0.2, 0.0, 0.2], [-0.1, -0.1, -0.2], [0.2, -0.2, 0.5], [0.0, 0.0, 0.0], [0.0, 0.0, 0.0], [0.0, 0.0, 0.0], [0.0, 0.0, 0.0], [0.0, 0.3, 0.1], [0.0, 0.1, 0.1], [0.0, -0.1, -0.1], [0.0, 0.0, 0.0], [0.0, 0.0, 0.0], [0.0, 0.0, 0.0], [0.0, 0.0, 0.0], [0.0, 0.0, 0.0], [0.0, 0.0, 0.0], [0.0, 0.0, 0.0], [0.0, 0.0, 0.0], [0.0, 0.0, 0.0], [0.0, 0.0, 0.0], [0.0, 0.0, 0.0], [0.0, 0.0, 0.0], [0.0, 0.0, 0.0], [0.0, 0.0, 0.0], [0.0, 0.0, 0.0]], "lowdin_charge": [0.14, 0.08, -0.26, -0.01, -0.05, -0.06, -0.08, -0.22, 1.01, -0.28, -0.08, -0.06, -0.06, -0.06, -0.08, -0.42, -0.10, -0.10, -0.11, -0.10, -0.18, 0.10, 0.11, 0.12, 0.12, 0.12, 0.10, 0.11, 0.11, 0.11, 0.11, 0.10, 0.11, 0.10, 0.10, 0.11, 0.11, 0.81, -0.54, -0.11, -0.59, 0.75, -0.16, -0.01, -0.03, -0.09, 0.10, -0.13, -0.24, -0.17, 0.11, 0.10, 0.11, 0.11, 0.20, -0.20, -0.09, -0.14, -0.16, -0.18, -0.18, -0.13, 0.12, 0.12, 0.11, 0.11, 0.11, 0.11, 0.12, 0.12, 0.12, 0.13], "e_lumo_ev": [-2.8, -2.8], "de_lowest_kcal_mol": 7.8, "e_homo_ev": [-9.133, -9.044], "charge": 1, "spin_multiplicity": 1, "gap_ev": [6.33, 6.24]}